1.
C3H2F4O | wB97M-V/def2-TZVPD

Last column: Löwdin charge in e.
Element x y z (Å)
O (0.599, 0.237, -0.690)  0.052
C (-0.463, 0.067, 0.127)  -0.098
C (-0.457, -1.145, 1.055)  -0.420
F (-0.667, -1.073, 2.409)  0.110
F (0.573, -1.997, 0.920)  0.135
C (-1.466, -1.396, 0.021)  -0.312
F (-1.210, -2.243, -0.993)  0.148
F (-2.728, -1.170, 0.362)  0.149
H (1.376, 0.161, -0.150)  0.105
H (-1.043, 0.912, 0.306)  0.130

Values from the calculation:
frontier orbital gap	10.5600	eV
ΔE to the lowest compared entry with this formula, charge and spin	44.4	kcal/mol
E	-16058.1305	eV
structure (SMILES)	OC1C(F)(F)C1(F)F
spin multiplicity	1
LUMO	0.625	eV


2.
C6H2N2O4 | wB97M-V/def2-TZVPD

Last column: Löwdin charge in e.
Element x y z (Å)
O (-2.894, 1.521, 0.120)  0.138
N (-2.128, 0.654, -0.190)  -0.355
O (-2.423, -0.360, -0.845)  0.095
C (-0.775, 0.814, 0.000)  -0.088
C (0.000, 1.982, 0.047)  0.124
C (1.278, 1.858, 0.123)  0.066
C (2.188, 0.855, 0.050)  -0.013
C (1.456, -0.356, 0.128)  0.007
C (0.079, -0.420, 0.218)  -0.017
N (-0.567, -1.729, 0.093)  -0.428
O (-1.205, -2.169, 1.003)  0.129
O (-0.270, -2.278, -0.907)  0.135
H (3.257, 0.828, 0.120)  0.113
H (2.003, -1.199, 0.040)  0.095

Values from the calculation:
frontier orbital gap	8.8906	eV
ΔE to the lowest compared entry with this formula, charge and spin	0.0	kcal/mol
E	-17413.8154	eV
structure (SMILES)	O=[N+]([O-])C1=C=C=CC=C1[N+](=O)[O-]
spin multiplicity	1
LUMO	-1.807	eV


3.
C6H11NS | wB97M-V/def2-TZVPD

Last column: Löwdin charge in e.
Element x y z (Å)
C (-2.821, -1.309, 0.116)  -0.144
C (-1.667, -0.399, 0.072)  -0.527
C (-0.056, -0.809, 0.357)  0.014
C (0.792, 0.377, 0.086)  -0.707
C (1.356, 0.338, -1.353)  -0.051
C (1.944, 0.497, 1.096)  -0.051
N (-0.077, 1.535, 0.305)  -0.309
S (-1.727, 1.294, -0.112)  0.929
H (-3.569, -0.942, 0.820)  0.077
H (-2.509, -2.306, 0.414)  0.079
H (-3.295, -1.371, -0.866)  0.081
H (0.228, -1.834, 0.305)  0.069
H (2.080, 1.138, -1.511)  0.075
H (0.542, 0.451, -2.070)  0.074
H (1.842, -0.616, -1.543)  0.080
H (2.611, -0.355, 0.999)  0.080
H (1.545, 0.524, 2.106)  0.080
H (2.508, 1.410, 0.917)  0.075
H (0.272, 2.377, -0.139)  0.076

Values from the calculation:
frontier orbital gap (spin up / spin down)	7.6553 / 7.6582	eV
ΔE to the lowest compared entry with this formula, charge and spin	56.7	kcal/mol
E	-18723.0374	eV
structure (SMILES)	CC1=CC(C)(C)NS1
spin multiplicity	1
LUMO (spin up / spin down)	0.733 / 0.733	eV


4.
C51H81AsGeMgN10O2 | wB97M-V/def2-TZVPD

Last column: Löwdin charge in e.
Element x y z (Å)
Mg (-0.283, -0.118, 0.143)  0.492
C (-0.180, -4.159, 4.102)  -0.059
N (-0.964, -3.361, 3.185)  -0.171
C (-2.349, -3.740, 3.010)  -0.061
C (-0.470, -2.181, 2.651)  -0.379
N (-0.631, -1.877, 1.392)  0.073
C (-0.985, -2.982, 0.485)  -0.196
C (-0.521, -2.677, -0.927)  -0.201
N (-1.166, -1.485, -1.533)  -0.167
C (-2.610, -1.734, -1.759)  -0.153
C (-3.567, -1.291, -0.660)  -0.216
N (-3.676, 0.146, -0.654)  0.120
C (-4.804, 0.720, -0.476)  -0.385
N (-4.914, 2.086, -0.720)  -0.159
C (-3.778, 2.683, -1.411)  -0.071
C (-5.419, 2.891, 0.387)  -0.053
N (-5.997, 0.092, -0.110)  -0.167
C (-7.289, 0.590, -0.535)  -0.076
C (-6.043, -0.826, 1.010)  -0.066
C (-0.540, -1.251, -2.854)  -0.169
C (-0.910, 0.094, -3.484)  -0.208
N (0.270, 0.925, -3.601)  0.113
C (0.361, 1.804, -4.516)  -0.385
N (-0.665, 2.229, -5.416)  -0.198
C (-0.691, 1.532, -6.690)  -0.073
C (-1.971, 2.548, -4.861)  -0.079
N (1.550, 2.488, -4.686)  -0.157
C (2.705, 2.132, -3.881)  -0.054
C (1.775, 3.510, -5.686)  -0.069
N (0.174, -1.365, 3.522)  -0.103
C (-0.154, -1.329, 4.936)  -0.036
C (1.320, -0.545, 3.151)  -0.022
H (-0.141, -5.194, 3.752)  0.090
H (-0.597, -4.160, 5.116)  0.085
H (0.839, -3.778, 4.144)  0.091
H (-2.826, -3.865, 3.988)  0.091
H (-2.457, -4.679, 2.458)  0.090
H (-2.882, -2.957, 2.474)  0.076
H (-2.059, -3.178, 0.486)  0.084
H (-0.507, -3.920, 0.788)  0.132
H (-0.675, -3.568, -1.553)  0.132
H (0.545, -2.471, -0.878)  0.060
H (-2.762, -2.804, -1.958)  0.127
H (-2.908, -1.196, -2.659)  0.117
H (-3.204, -1.642, 0.311)  0.077
H (-4.532, -1.784, -0.841)  0.118
H (-3.724, 2.302, -2.432)  0.076
H (-2.828, 2.459, -0.918)  0.045
H (-3.936, 3.761, -1.454)  0.086
H (-6.192, 2.349, 0.927)  0.071
H (-5.851, 3.818, 0.008)  0.088
H (-4.623, 3.141, 1.100)  0.087
H (-7.163, 1.315, -1.333)  0.090
H (-7.839, 1.063, 0.288)  0.079
H (-7.899, -0.239, -0.904)  0.086
H (-5.044, -1.045, 1.366)  0.063
H (-6.532, -1.766, 0.734)  0.090
H (-6.607, -0.387, 1.842)  0.090
H (-0.842, -2.083, -3.507)  0.125
H (0.543, -1.279, -2.752)  0.088
H (-1.654, 0.575, -2.835)  0.091
H (-1.376, -0.086, -4.454)  0.099
H (0.326, 1.405, -7.064)  0.088
H (-1.250, 2.121, -7.421)  0.086
H (-1.157, 0.540, -6.623)  0.080
H (-1.869, 2.811, -3.809)  0.073
H (-2.692, 1.728, -4.939)  0.080
H (-2.391, 3.409, -5.389)  0.086
H (2.377, 1.650, -2.965)  0.057
H (3.266, 3.040, -3.649)  0.087
H (3.376, 1.442, -4.402)  0.076
H (0.836, 3.812, -6.135)  0.078
H (2.452, 3.159, -6.473)  0.086
H (2.236, 4.386, -5.221)  0.081
H (0.637, -1.777, 5.547)  0.092
H (-1.090, -1.848, 5.129)  0.089
H (-0.272, -0.286, 5.239)  0.086
H (2.196, -0.884, 3.712)  0.077
H (1.131, 0.498, 3.390)  0.077
H (1.519, -0.636, 2.088)  0.043
C (1.788, -0.445, -0.443)  -0.205
Ge (3.362, -1.537, -0.249)  0.902
C (4.009, -1.471, 1.612)  -0.287
C (4.374, -0.206, 2.086)  -0.137
C (4.777, -0.013, 3.401)  -0.089
C (4.821, -1.090, 4.279)  -0.104
C (4.450, -2.351, 3.833)  -0.101
C (4.042, -2.534, 2.514)  -0.118
C (3.320, -3.414, -0.875)  -0.254
C (4.137, -4.398, -0.311)  -0.111
C (4.183, -5.684, -0.837)  -0.091
C (3.422, -6.011, -1.951)  -0.100
C (2.631, -5.039, -2.547)  -0.090
C (2.585, -3.756, -2.013)  -0.124
C (4.848, -0.852, -1.370)  -0.255
C (4.630, -0.720, -2.743)  -0.127
C (5.638, -0.291, -3.598)  -0.106
C (6.891, 0.028, -3.088)  -0.103
C (7.128, -0.095, -1.726)  -0.096
C (6.116, -0.536, -0.878)  -0.104
H (1.878, -0.017, -1.460)  -0.072
H (4.332, 0.647, 1.413)  0.103
H (5.054, 0.977, 3.745)  0.103
H (5.139, -0.947, 5.304)  0.100
H (4.468, -3.192, 4.516)  0.099
H (3.725, -3.522, 2.202)  0.084
H (4.774, -4.155, 0.530)  0.084
H (4.825, -6.429, -0.382)  0.099
H (3.457, -7.014, -2.360)  0.098
H (2.053, -5.279, -3.432)  0.099
H (1.976, -3.008, -2.508)  0.079
H (3.652, -0.954, -3.159)  0.093
H (5.447, -0.202, -4.661)  0.096
H (7.680, 0.365, -3.750)  0.096
H (8.104, 0.147, -1.323)  0.097
H (6.323, -0.642, 0.182)  0.089
C (-2.702, 0.367, 2.733)  -0.028
C (-1.432, 1.171, 2.829)  -0.432
O (-0.608, 1.172, 1.818)  -0.229
C (-1.167, 1.927, 3.996)  -0.218
C (-2.034, 1.920, 5.127)  -0.062
C (-1.751, 2.674, 6.248)  -0.114
C (-0.605, 3.470, 6.316)  -0.121
C (0.266, 3.484, 5.223)  -0.105
C (0.001, 2.737, 4.094)  -0.058
H (-2.799, 0.002, 1.712)  0.042
H (-3.584, 0.974, 2.966)  0.080
H (-2.706, -0.492, 3.421)  0.076
H (-2.926, 1.305, 5.118)  0.093
H (-2.433, 2.645, 7.092)  0.094
H (-0.396, 4.060, 7.199)  0.086
H (1.166, 4.088, 5.266)  0.095
H (0.688, 2.746, 3.258)  0.075
C (0.181, 4.261, -1.556)  -0.189
As (-0.097, 2.999, -0.120)  1.042
C (1.623, 2.909, 0.738)  -0.184
C (-1.342, 4.007, 0.947)  -0.176
O (-0.653, 1.587, -0.804)  -0.521
H (0.720, 5.130, -1.175)  0.042
H (-0.786, 4.578, -1.944)  0.031
H (0.751, 3.793, -2.357)  0.019
H (1.691, 3.701, 1.482)  0.040
H (2.396, 3.039, -0.018)  0.043
H (1.721, 1.932, 1.205)  0.011
H (-0.795, 4.823, 1.420)  0.050
H (-1.807, 3.390, 1.710)  0.027
H (-2.089, 4.416, 0.268)  0.024

Values from the calculation:
frontier orbital gap (spin up / spin down)	7.4246 / 5.2932	eV
ΔE to the lowest compared entry with this formula, charge and spin	0.0	kcal/mol
E	-195994.9566	eV
spin multiplicity	1
LUMO (spin up / spin down)	0.484 / 0.488	eV


5.
C8H21NOP2RuS | wB97M-V/def2-TZVPD

Last column: Löwdin charge in e.
Element x y z (Å)
Ru (-0.155, -0.041, 0.083)  0.537
H (1.108, 0.779, 0.809)  -0.006
H (0.983, -1.347, 0.288)  0.036
P (0.241, 2.236, 0.729)  0.686
P (-0.353, -1.874, -1.321)  0.678
C (-1.619, -3.062, -0.756)  -0.216
H (-1.753, -3.853, -1.505)  0.079
H (-1.305, -3.511, 0.194)  0.059
H (-2.573, -2.544, -0.604)  0.064
C (-0.973, -1.413, -2.971)  -0.251
H (-0.239, -0.764, -3.465)  0.061
H (-1.141, -2.309, -3.585)  0.071
H (-1.916, -0.863, -2.864)  0.052
C (1.067, -2.952, -1.727)  -0.236
H (1.442, -3.414, -0.806)  0.050
H (0.754, -3.732, -2.432)  0.073
H (1.859, -2.342, -2.174)  0.064
C (-0.434, 3.357, -0.505)  -0.241
H (-0.303, 4.394, -0.165)  0.076
H (0.080, 3.222, -1.463)  0.067
H (-1.503, 3.160, -0.646)  0.059
C (-0.633, 2.684, 2.242)  -0.203
H (-0.230, 2.129, 3.096)  0.067
H (-0.508, 3.759, 2.413)  0.084
H (-1.700, 2.459, 2.143)  0.069
C (1.938, 2.864, 0.985)  -0.221
H (2.516, 2.691, 0.070)  0.071
H (1.880, 3.931, 1.214)  0.072
H (2.398, 2.315, 1.813)  0.060
C (-1.243, -0.543, 1.457)  -0.351
O (-1.843, -0.919, 2.360)  0.173
H (-1.309, 0.595, -0.831)  0.028
S (2.364, -2.285, 3.862)  1.037
C (1.695, -1.628, 2.570)  -0.673
N (1.406, -1.178, 1.491)  0.026

Values from the calculation:
frontier orbital gap (spin up / spin down)	7.1786 / 6.1369	eV
ΔE to the lowest compared entry with this formula, charge and spin	20.3	kcal/mol
E	-44146.6074	eV
spin multiplicity	5
LUMO (spin up / spin down)	-6.855 / -11.054	eV
total charge	+2


6.
FH3NO2P | wB97M-V/def2-TZVPD

Last column: Löwdin charge in e.
Element x y z (Å)
N (0.410, -1.810, -0.033)  -0.116
P (0.065, -0.299, -0.050)  0.600
O (0.663, 0.446, 1.210)  -0.148
O (-1.359, 0.394, -0.282)  -0.135
F (0.942, 1.006, -1.225)  -0.366
H (-0.334, -2.460, -0.198)  -0.005
H (0.795, 1.381, 0.896)  0.097
H (-1.181, 1.342, -0.318)  0.073

Values from the calculation:
frontier orbital gap	11.0068	eV
ΔE to the lowest compared entry with this formula, charge and spin	34.7	kcal/mol
E	-17641.1308	eV
structure (SMILES)	N=P(O)(O)F
spin multiplicity	1
LUMO	0.004	eV